{"formula": "C10H16N2O2", "method": "ωB97M-V with the def2-TZVPD basis set", "smiles": "CC(C)CC(=C/[C@H](C)C#N)/[N+]([O-])=C\\O", "relative_energy_kcal_mol": 119.3, "fmax_ev_per_a": 4.53, "elements": ["C", "C", "C", "C", "C", "C", "C", "C", "C", "N", "N", "O", "C", "O", "H", "H", "H", "H", "H", "H", "H", "H", "H", "H", "H", "H", "H", "H", "H", "H"], "xyz": [[-0.878898, 1.984981, -0.513498], [0.251599, 1.573877, 0.440806], [0.854484, 2.821027, 1.238816], [-0.105310, 0.397191, 1.344323], [-0.270429, -0.826021, 0.495886], [0.819887, -1.617400, 0.164345], [1.115393, -2.808328, -0.852801], [0.482003, -2.591283, -2.199584], [0.513609, -3.999823, -0.300825], [-0.020952, -4.969427, 0.003150], [-1.577964, -1.236190, 0.036165], [-1.817631, -0.931689, -1.197173], [-2.422226, -1.725412, 0.856880], [-2.137960, -2.201348, 2.069965], [-1.532324, 1.214576, -0.975076], [-0.497676, 2.668850, -1.256367], [-1.670394, 2.640075, -0.100552], [1.044739, 1.199781, -0.177239], [0.071340, 2.986787, 2.013480], [1.705529, 2.481778, 1.874758], [1.319540, 3.459860, 0.550938], [0.694369, 0.148710, 2.104142], [-1.052388, 0.730209, 1.923728], [1.756762, -1.193931, 0.536524], [2.229134, -2.834613, -0.843309], [-0.622522, -2.741536, -2.096926], [0.934803, -3.295146, -3.025226], [0.645445, -1.526723, -2.514169], [-3.400188, -2.089120, 0.605938], [-1.182341, -2.396764, 2.073100]], "forces_ev_per_angstrom": [[-1.5, 0.8, 0.2], [0.6, 1.0, 0.2], [-0.9, -4.1, 1.7], [-1.0, 0.7, 1.5], [2.0, -3.1, -0.3], [-0.9, 1.7, -0.2], [-0.1, 1.7, 1.9], [0.0, 0.1, -2.4], [0.2, -1.0, 0.1], [-0.1, 0.0, 0.3], [0.4, 1.1, -0.1], [-0.5, -0.1, -0.6], [-1.1, -1.6, 0.2], [1.4, 0.1, 0.6], [1.2, -0.1, 0.1], [0.4, -0.2, -0.7], [0.5, -0.2, 0.9], [0.6, -0.2, -0.5], [0.5, 1.5, -0.9], [-0.4, -0.2, -0.5], [-0.4, 1.9, -0.7], [-0.8, 0.6, -0.8], [1.3, -1.1, -0.8], [-0.2, -0.2, 0.1], [-0.9, -0.4, -0.3], [1.1, 0.2, -0.4], [-0.9, 1.2, 1.7], [-0.2, -1.0, 0.1], [-0.4, 0.7, -1.0], [-0.2, 0.0, 0.5]]}